Record 1
{
  "formula": "C3H10N4",
  "method": "wB97M-V/def2-TZVPD",
  "elements": ["N", "N", "N", "N", "C", "C", "C", "H", "H", "H", "H", "H", "H", "H", "H", "H", "H"],
  "positions_angstrom": [[-1.7347, -1.0257, 0.3137], [1.3668, 1.8428, -0.6444], [0.5068, 1.2725, -0.0258], [0.8185, -0.5067, 0.1688], [-2.1120, 0.0710, -0.3274], [1.6652, -0.6801, 1.3416], [-1.3975, 0.6167, -1.3840], [2.6153, -0.1546, 1.2223], [1.1422, -0.2654, 2.2028], [-2.9745, 0.6399, 0.0324], [-0.2156, -0.9145, 0.2842], [1.9525, 1.3526, -1.3337], [1.8643, -1.7390, 1.5281], [-2.3383, -1.2467, 1.0975], [-0.7091, 0.0087, -1.9570], [1.2572, -0.8244, -0.6938], [-1.7071, 1.5529, -1.8253]],
  "atomic_forces_ev_per_a": [[0.09, -0.05, 0.10], [-0.73, -0.37, 0.09], [0.87, -0.42, 0.06], [-0.05, 0.69, -0.29], [0.26, 0.14, -0.20], [-0.03, 0.09, -0.02], [-0.14, -0.06, 0.15], [-0.04, -0.03, 0.00], [0.01, -0.02, -0.03], [0.04, -0.03, 0.01], [-0.21, 0.04, -0.01], [0.00, -0.10, 0.22], [-0.03, 0.08, -0.04], [0.03, 0.05, -0.09], [0.03, -0.05, 0.01], [-0.03, 0.06, 0.05], [-0.05, -0.02, -0.01]],
  "e_lumo_ev": [0.1, 0.1],
  "total_charge": 0,
  "homo_energy_ev": [-6.568, -6.565],
  "de_lowest_kcal_mol": 119.89,
  "orbital_gap_ev": [6.626, 6.618]
}

---

Record 2
{
  "formula": "C53H75B2BrClF9N5O30",
  "method": "wB97M-V/def2-TZVPD",
  "elements": ["Br", "Cl", "F", "F", "F", "F", "F", "F", "F", "F", "F", "O", "O", "O", "O", "O", "O", "O", "O", "O", "O", "O", "O", "O", "O", "O", "O", "O", "O", "O", "O", "O", "O", "O", "O", "O", "O", "O", "O", "O", "O", "N", "N", "N", "N", "N", "C", "C", "C", "C", "C", "C", "C", "C", "C", "C", "C", "C", "C", "C", "C", "C", "C", "C", "C", "C", "C", "C", "C", "C", "C", "C", "C", "C", "C", "C", "C", "C", "C", "C", "C", "C", "C", "C", "C", "C", "C", "C", "C", "C", "C", "C", "C", "C", "C", "C", "C", "C", "C", "B", "B", "H", "H", "H", "H", "H", "H", "H", "H", "H", "H", "H", "H", "H", "H", "H", "H", "H", "H", "H", "H", "H", "H", "H", "H", "H", "H", "H", "H", "H", "H", "H", "H", "H", "H", "H", "H", "H", "H", "H", "H", "H", "H", "H", "H", "H", "H", "H", "H", "H", "H", "H", "H", "H", "H", "H", "H", "H", "H", "H", "H", "H", "H", "H", "H", "H", "H", "H", "H", "H", "H", "H", "H", "H", "H", "H"],
  "positions_angstrom": [[3.7029, 0.5024, 4.9054], [2.5085, 4.6584, 0.7536], [-6.0717, -1.9875, 5.5841], [6.3247, -3.3114, -5.7071], [5.5910, -1.4805, 1.8661], [6.7507, -6.6392, -9.7002], [1.7164, -5.4149, -8.6896], [-0.2802, -2.6374, -12.4209], [7.0667, -2.4374, 4.2060], [-8.4541, 0.6664, 2.0639], [0.0309, -3.2611, -2.7022], [-1.8267, -2.1501, -2.0662], [-0.3209, -5.4380, -4.7318], [-1.3256, -5.9048, -12.1374], [-9.6387, 2.4689, 1.4006], [5.2230, -5.9443, -11.2115], [-3.2660, 6.9227, -0.0494], [5.2343, -1.6078, -0.3572], [-7.9734, 3.7524, 0.6101], [3.3279, -5.0066, -12.0099], [6.9453, -3.5933, 6.1397], [0.3691, -2.2542, 2.1500], [-0.1983, -3.8243, -6.3070], [-5.5381, 0.1548, 5.1122], [-1.4027, -6.1129, -9.8987], [-10.0555, 4.5996, 0.7685], [0.7682, 4.6724, 5.8187], [4.6210, -2.4937, -2.3436], [4.7164, -3.8229, 6.3056], [-7.5827, 1.0664, 5.0951], [-2.2162, -0.9632, -3.9294], [-5.8211, 2.2985, 4.4521], [3.6262, -1.1929, -5.9728], [3.8325, -3.3570, -0.4189], [-3.4317, -0.5620, -2.0742], [4.8079, -2.6276, -7.2330], [4.0629, -4.5059, -9.9446], [6.0359, -4.4704, 8.0147], [0.6880, -5.8442, -6.7042], [-0.6348, -4.2171, -10.8424], [2.9186, -1.6925, -8.0519], [0.0525, 0.0648, 1.2644], [-1.0855, 4.0904, 4.2645], [-2.5166, 3.2682, 1.0410], [0.8820, 0.3103, 3.4135], [1.1763, 2.0009, 1.6948], [1.8704, 0.7222, 5.6105], [-3.8457, 5.2448, 1.5188], [-3.9730, 7.5135, 2.1884], [-1.5215, 2.7942, 0.0766], [3.7011, -1.8229, -7.1702], [-8.5741, 1.6003, 1.0815], [-1.0279, -4.8072, -13.0111], [1.3478, 3.0884, 2.6508], [4.6761, -1.7135, -5.1409], [-1.9922, 4.1769, 5.4577], [-0.2124, 0.5587, -0.1136], [-9.2989, 3.7042, 0.9126], [-0.5167, 1.1458, 5.2133], [1.2459, 2.7413, 4.1590], [6.4262, -3.4547, 4.8336], [4.1458, -3.1220, 0.9556], [-7.3854, 2.5297, 1.0542], [0.8842, 1.2777, 4.5372], [4.5671, -2.4892, -1.1598], [5.1098, -5.0281, -9.1265], [5.6537, -2.2269, -6.1644], [4.1246, -5.1395, -11.1387], [6.0807, -5.5521, -10.1528], [4.6451, -1.6981, 0.9254], [0.7133, 0.8011, 2.1396], [5.9116, -4.0096, 6.9351], [3.9348, 2.8944, 2.4087], [-1.1124, 5.4382, 3.6077], [-6.2742, 1.2737, 4.8472], [-4.2687, 4.8767, 2.7712], [0.5919, -5.1836, -7.9684], [-1.1537, -5.4753, -10.8733], [4.9778, -3.1206, 5.0917], [0.4908, -3.7386, -7.5652], [-3.5669, 4.1463, 0.4935], [0.0266, -5.0751, -5.8102], [-6.3692, -0.7004, 5.8825], [-2.2554, -0.6501, 4.5940], [-4.5371, 5.8088, 3.7381], [3.2174, 2.3886, 7.1866], [-1.1830, -2.8392, -3.1332], [-3.6912, 6.5794, 1.2209], [-1.0541, -1.7735, -4.1771], [-1.5642, 1.2608, -0.1957], [1.9331, 1.5748, 6.9169], [-4.3842, 7.1417, 3.4381], [-2.5789, -1.1634, -2.6435], [2.6791, 3.8105, 2.3473], [-0.9806, -0.3324, 5.4129], [-7.7497, -0.3202, 5.4113], [-1.9402, -1.7575, 1.2371], [4.8512, 2.9452, 1.1652], [-0.1317, -3.9547, -12.1478], [0.2703, 3.8652, 4.7900], [-0.4775, -1.3125, 1.5780], [-2.3431, -0.0009, 3.7185], [-0.0722, -3.1437, -8.2798], [5.0956, -0.9374, -4.5074], [-0.1919, -1.0692, 5.2579], [-2.3074, 0.8300, 0.4793], [3.5797, 1.8622, 2.4396], [-0.2661, -5.5679, -8.5282], [4.0379, 1.7701, 7.5462], [-1.9531, -4.2944, -13.2780], [2.9799, 3.0498, 8.0300], [1.9206, 1.9230, 1.0116], [-6.9516, 2.6724, 2.0474], [-8.7810, 1.1018, 0.1327], [-4.8731, 5.5109, 4.7254], [3.5097, 3.0465, 6.3687], [3.2668, -3.2509, 1.5848], [-2.0545, 5.9386, 3.8277], [-2.2891, -1.7050, 4.3167], [4.2849, 2.5892, 0.3005], [-1.6423, 3.2968, -0.8877], [0.5107, 4.3661, 6.6947], [-0.5381, -5.1507, -13.9182], [-1.9248, 5.1761, 5.9042], [-2.4040, 7.3504, -0.0018], [-2.0491, -2.8409, 1.3077], [1.5882, -0.2855, 5.9057], [-0.1578, -1.1638, -4.0429], [-0.2876, 6.0950, 3.9215], [1.0131, -2.5257, 1.4783], [-3.1175, -0.4295, 5.2265], [4.2849, -2.5078, -4.5135], [6.3675, -1.4844, -6.5262], [-0.5325, 1.5965, 6.2040], [3.8612, -0.9404, 1.0206], [-6.6066, 2.1989, 0.3695], [2.8108, 4.6121, 3.0756], [-8.5113, -0.4580, 6.1743], [1.8639, 0.8726, 7.7532], [-4.3717, 3.8230, 3.0165], [-2.6962, -1.3041, 1.8828], [5.6443, 2.2025, 1.3013], [1.1006, 2.2666, 7.0347], [5.5378, -4.2554, -8.4962], [-1.6786, 3.4842, 6.2451], [-1.7819, -3.6974, -3.4366], [-1.9696, 1.1110, -1.1969], [4.9180, -3.8215, 1.2791], [-2.1746, -1.4844, 0.2014], [-1.0569, -2.1788, -5.1822], [1.5667, -0.4310, 3.4924], [-3.8381, 8.5690, 1.9648], [2.2220, 2.9618, 4.6044], [-0.2863, -0.3423, -0.7354], [-6.1882, -0.5251, 6.9445], [4.7117, -5.8220, -8.4914], [-4.5118, 3.6054, 0.3525], [6.7971, -4.8138, -10.5184], [-1.2888, -0.4407, 6.4581], [0.9275, -4.2179, -12.1895], [4.3167, -3.4600, 4.2958], [0.6139, 1.1360, -0.5235], [0.5907, 3.8457, 2.4141], [5.2797, 3.9299, 0.9948], [-1.0012, 5.2819, 2.5295], [-8.0449, -0.8646, 4.5132], [6.5866, -4.3809, 4.2773], [1.4633, -3.2741, -7.4103], [-2.9729, 2.5002, 1.5142], [4.5161, 3.1333, 3.2978], [-0.5396, 3.1248, 0.4376], [-4.5855, 7.8995, 4.1867], [-3.2759, 4.6450, -0.4286], [-1.2667, 1.5882, 4.5528], [-3.0059, 3.9698, 5.1121], [4.8267, -2.0514, 5.2496]],
  "atomic_forces_ev_per_a": [[-0.30, -0.34, -0.17], [-0.17, -0.12, 0.18], [0.10, 0.06, 0.03], [0.05, 0.00, -0.14], [-0.10, 0.10, -0.04], [0.03, 0.03, -0.09], [0.12, -0.14, 0.17], [-0.02, 0.01, 0.10], [0.04, -0.07, 0.00], [-0.03, -0.10, 0.00], [-0.05, 0.06, 0.18], [-0.32, 0.10, -0.37], [-0.01, 0.24, -0.05], [0.09, 0.24, 0.17], [0.24, 0.04, -0.43], [-0.04, 0.54, 0.00], [0.05, 0.13, -0.03], [-0.57, -0.03, -0.04], [-0.19, -0.28, 0.08], [-0.05, -0.08, 0.03], [-0.39, -0.34, -0.17], [0.28, 0.48, -0.70], [0.13, -0.56, -0.02], [-0.25, 0.30, 0.33], [-0.36, -0.03, -0.36], [0.05, -0.08, 0.07], [0.01, -0.80, -0.16], [0.03, 0.03, 0.38], [0.27, 0.03, -0.16], [0.31, -0.17, 0.10], [0.07, -0.26, 0.48], [0.16, -0.08, -0.11], [0.25, -0.24, -0.23], [0.09, 0.31, 0.09], [0.13, -0.06, 0.04], [-0.12, 0.74, 0.27], [0.26, -0.10, -0.29], [-0.02, 0.10, -0.07], [-0.33, 0.29, 0.01], [0.15, -0.39, -0.08], [0.10, -0.08, 0.16], [0.69, -0.31, -0.18], [0.30, 0.53, 0.98], [-0.20, 0.01, -0.93], [-0.26, 1.47, -0.07], [-0.02, -0.14, 1.43], [-0.04, 0.88, 0.44], [-0.10, -0.94, -1.03], [0.42, 1.40, -0.44], [0.20, -0.01, 0.11], [-0.25, 0.12, -0.21], [-0.05, 0.07, 0.38], [-0.01, -0.15, -0.40], [0.61, 0.95, -0.12], [-0.06, 0.28, 0.12], [0.45, 0.21, -0.37], [-0.81, -0.89, -0.19], [-0.16, 0.40, 0.06], [-0.14, -1.28, -0.50], [0.24, 0.32, -0.05], [0.24, 0.39, 0.12], [-0.29, -0.25, 0.13], [0.44, 0.05, -0.11], [0.12, -0.59, 1.09], [0.17, -0.19, -0.33], [0.13, 0.19, 0.43], [0.04, -0.41, 0.17], [-0.30, -0.03, -0.05], [-0.09, -0.51, 0.11], [0.57, -0.10, 0.13], [0.09, -0.61, -0.79], [0.04, -0.05, 0.43], [-0.15, 0.19, -1.20], [0.47, -0.44, -0.65], [-0.14, 0.26, -0.23], [-0.26, -0.77, 0.42], [0.11, -0.05, -0.16], [-0.14, -0.18, 0.05], [-0.37, -0.01, -0.13], [-0.06, 0.48, -0.23], [-0.18, 0.67, 1.11], [0.06, -0.20, 0.16], [0.03, -0.35, -0.31], [0.39, 0.07, 0.50], [-0.41, -0.06, 0.72], [-0.64, 0.39, 0.66], [0.44, -0.26, 0.19], [0.27, -0.26, -0.28], [0.02, 0.28, -0.67], [0.02, 1.20, -0.12], [1.01, -0.18, 0.25], [-0.23, 0.38, 0.70], [-0.21, 0.23, -0.08], [0.42, -0.03, 0.32], [-0.59, 0.35, 0.29], [-0.49, -0.04, 0.13], [0.23, 0.26, -0.33], [-0.21, -0.63, 0.53], [0.02, 0.34, -0.13], [-0.36, -0.03, 0.12], [-0.65, -0.84, 0.58], [0.07, -0.23, -0.10], [-0.15, 0.00, 0.15], [-0.16, 0.13, -0.09], [-0.05, 0.10, -0.22], [0.30, -0.30, 0.01], [0.13, 0.03, 0.50], [0.33, 0.05, 0.35], [0.08, -0.02, -0.42], [0.05, 0.13, 0.12], [0.07, -0.02, -0.12], [-0.41, 0.15, -0.41], [-0.14, -0.11, 0.07], [0.00, -0.16, 0.10], [0.00, -0.05, -0.09], [0.13, -0.21, -0.03], [-0.08, -0.07, -0.16], [0.15, -0.08, -0.23], [-0.12, 0.11, -0.11], [0.13, 0.40, -0.15], [-0.19, 0.10, 0.16], [0.07, 0.42, 0.10], [0.01, -0.23, 0.12], [-0.25, -0.07, -0.02], [-0.14, 0.14, 0.04], [0.13, 0.08, 0.11], [-0.04, 0.01, -0.33], [0.04, -0.11, 0.16], [-0.15, -0.05, 0.22], [0.17, -0.09, 0.38], [-0.04, -0.08, -0.27], [0.08, -0.14, -0.12], [0.10, -0.11, 0.00], [0.03, 0.48, -0.33], [0.07, 0.07, 0.10], [-0.09, 0.16, -0.14], [-0.22, 0.03, -0.12], [0.00, 0.24, 0.01], [-0.21, 0.05, -0.09], [-0.06, 0.05, -0.07], [0.06, 0.11, -0.11], [0.10, 0.28, 0.09], [-0.12, -0.23, -0.38], [-0.17, 0.04, -0.22], [-0.32, -0.20, -0.18], [0.14, -0.11, 0.09], [0.05, -0.08, 0.08], [0.12, 0.15, 0.02], [-0.19, 0.05, 0.19], [-0.25, 0.15, 0.02], [-0.24, -0.20, -0.16], [-0.06, -0.11, -0.08], [0.05, -0.31, -0.19], [0.18, 0.06, 0.11], [0.06, -0.11, 0.00], [0.10, -0.14, -0.13], [0.15, 0.02, -0.31], [0.09, -0.10, 0.00], [0.32, -0.08, -0.01], [0.01, 0.11, 0.04], [-0.08, -0.16, 0.15], [-0.07, 0.13, 0.23], [-0.19, -0.41, -0.09], [-0.04, -0.09, -0.17], [-0.29, 0.18, 0.06], [0.18, -0.06, -0.01], [0.10, 0.07, -0.08], [0.00, -0.19, -0.10], [0.23, -0.06, 0.04], [-0.17, -0.20, 0.09], [-0.02, -0.36, -0.13], [-0.02, -0.02, -0.07], [0.14, -0.39, -0.08], [0.20, 0.47, 0.25], [0.05, -0.03, 0.35], [0.20, -0.02, -0.06]],
  "e_lumo_ev": -3.2,
  "total_charge": 1,
  "homo_energy_ev": -10.660,
  "orbital_gap_ev": 7.496
}